ORCA calculation (ωB97M-V/def2-TZVPD) on a molecular structure, C29H32Cl2F5N7O5Sc.

XYZ file:
```
81
Properties=species:S:1:pos:R:3:lowdin_charge:R:1
Sc -0.11 -0.83 0.31 1.047
N -1.12 -0.77 4.04 0.063
C -0.08 -1.24 4.98 -0.329
C -0.30 -2.72 5.31 -0.099
C -0.18 -3.58 4.06 -0.257
N -1.34 -3.26 3.16 0.191
C 1.18 -3.40 3.38 -0.074
C 1.77 -1.98 3.29 -0.304
N 1.57 -1.35 1.96 0.026
C 1.33 -1.05 4.43 -0.087
H -1.86 -0.29 4.53 0.109
H -1.57 -2.25 3.36 0.100
H -0.75 -0.12 3.34 0.047
H -0.13 -0.66 5.91 0.146
H -1.29 -2.86 5.77 0.128
H 0.43 -3.05 6.05 0.134
H -0.27 -4.64 4.32 0.151
H -2.14 -3.86 3.35 0.165
H -1.10 -3.29 2.15 0.077
H 1.17 -3.86 2.39 0.120
H 1.88 -3.99 3.98 0.132
H 2.85 -2.11 3.42 0.143
H 2.09 -1.91 1.28 0.087
H 2.05 -0.45 1.97 0.071
H 1.47 -0.01 4.13 0.107
H 2.01 -1.22 5.27 0.133
N 1.26 -2.75 -1.19 0.044
N 0.40 -3.84 -1.06 0.016
C -0.59 -3.82 -0.10 -0.691
O -1.42 -4.71 -0.02 0.066
O -0.51 -2.81 0.73 -0.219
H 1.10 -2.27 -2.07 0.094
H 2.22 -3.08 -1.18 0.111
H 0.31 -4.52 -1.80 0.154
Cl 0.87 3.74 -5.66 0.759
C -0.03 4.05 -4.21 -0.565
C -0.09 5.37 -3.79 -0.107
C -0.84 5.72 -2.68 -0.076
C -1.53 4.74 -1.99 -0.112
C -1.44 3.43 -2.41 -0.557
Cl -2.30 2.22 -1.48 0.767
C -0.69 3.02 -3.53 -0.300
N -0.69 1.68 -3.91 0.077
C 0.41 1.01 -4.53 -0.266
C 0.23 0.47 -5.79 -0.037
C 1.25 -0.22 -6.43 -0.070
C 2.48 -0.36 -5.80 -0.073
C 2.66 0.16 -4.52 -0.033
C 1.63 0.84 -3.87 -0.172
C 1.85 1.32 -2.46 -0.012
C 1.19 0.44 -1.44 -0.565
O 1.64 0.34 -0.26 -0.045
O 0.13 -0.22 -1.72 -0.100
H 0.44 6.12 -4.36 0.106
H -0.89 6.75 -2.36 0.111
H -2.12 4.97 -1.12 0.105
H -1.14 1.10 -3.22 0.064
H -0.73 0.62 -6.28 0.119
H 1.09 -0.62 -7.42 0.108
H 3.29 -0.88 -6.29 0.106
H 3.62 0.05 -4.03 0.115
H 1.44 2.32 -2.30 0.129
H 2.91 1.38 -2.22 0.139
F 0.64 4.85 2.76 0.132
C 0.54 3.52 2.59 -0.201
C 1.63 2.68 2.12 0.023
F 2.18 1.62 2.73 0.095
C 0.50 2.72 1.21 -0.218
F 0.58 3.23 -0.03 0.124
C -0.66 1.88 1.68 -0.309
O -0.73 0.55 1.56 -0.190
C -1.74 2.75 2.15 -0.014
F -2.29 3.81 1.56 0.115
C -0.62 2.74 3.07 -0.191
F -0.67 2.22 4.32 0.106
C -4.48 -1.71 -1.75 -0.009
C -3.24 -1.37 -1.08 -0.152
N -2.26 -1.10 -0.55 0.171
H -5.32 -1.34 -1.16 0.100
H -4.56 -2.79 -1.85 0.100
H -4.50 -1.25 -2.73 0.100
```

The charge is +1. The HOMO energy (spin up / spin down) is -10.134 / -10.134 eV. The value obtained for the frontier orbital gap (spin up / spin down) is 6.7 / 6.9 eV. The value obtained for the energy above the lowest of the compared OMol25 structures with the same formula, charge and spin is 119.9 kcal/mol.